[1]
117
Properties=species:S:1:pos:R:3:forces:R:3:mulliken_charge:R:1 method="wB97M-V/def2-TZVPD" e_tot_ha=-3435.6787 e_lumo_ha=-0.002 charge=0 homo_ha=-0.3643 relative_energy_kcal_mol=84.7
C 0.093705 2.604328 7.376294 0.76 0.74 -0.81 -1.42
C 0.845989 2.931325 6.008550 -0.30 -0.77 1.47 0.43
C 2.332257 2.489102 5.854761 -0.95 2.36 1.78 -0.54
O 2.359133 1.902076 4.603365 1.15 -0.64 -1.11 -0.28
C 1.134851 1.650846 4.149356 -2.04 -1.98 -0.34 0.42
O 0.849551 0.949000 3.194408 0.93 1.82 1.50 -0.32
O 0.217443 2.133903 5.045673 -0.11 -1.20 -2.05 -0.33
H 0.553383 1.788446 7.934077 0.30 -0.03 -0.25 0.39
H -0.928883 2.284352 7.176194 0.06 0.22 -0.28 0.33
H 0.051606 3.462779 8.046659 0.07 0.08 -0.13 0.36
H 0.770167 3.941274 5.605615 -0.25 0.37 0.77 0.34
H 2.699618 1.894590 6.691242 -0.04 -0.60 -0.41 0.31
H 2.870389 3.436957 5.864011 0.59 -0.28 -0.26 0.31
C 1.736149 0.222562 -1.984172 -2.23 -0.97 -0.50 -0.09
C 0.407482 -0.347712 -1.280670 0.64 0.55 0.09 1.38
C 0.519056 -1.254865 -0.019960 -0.17 0.92 -0.23 1.18
O -0.347828 -0.608937 0.948345 -0.28 0.36 -0.78 -0.50
C -0.811629 0.582676 0.436702 0.54 0.98 1.49 0.79
O -1.446899 1.410080 1.047384 0.48 -1.55 -0.80 -0.62
O -0.294131 0.795760 -0.778639 -0.13 0.49 0.22 -0.58
H 2.497624 0.694101 -1.362970 -0.29 -0.47 0.29 -0.68
H 1.355936 0.959347 -2.691773 -0.07 0.36 0.20 0.60
H 2.124751 -0.516960 -2.684312 0.42 -0.23 0.56 -0.31
H -0.349351 -0.773209 -1.939655 0.78 -0.32 -0.77 -0.47
H 1.556341 -1.236504 0.314410 -0.09 -0.16 0.41 -0.72
H 0.138833 -2.266055 -0.164996 0.24 0.18 -0.10 -0.07
C 3.646477 2.216225 0.783182 1.34 0.27 0.30 -1.46
C 3.078614 3.628784 0.798313 -0.82 -1.17 -1.09 0.56
C 1.650726 3.678914 0.336237 -0.66 -0.15 -1.68 -0.06
O 1.037234 4.590809 1.213387 -1.96 -0.01 -0.94 -0.22
C 1.822764 4.883900 2.195385 0.15 2.96 2.86 0.65
O 1.576722 5.747717 3.047992 0.94 -2.81 -1.83 -0.63
O 2.957019 4.164907 2.084694 1.17 0.36 1.73 -0.39
H 4.609460 2.288120 1.288750 0.10 -0.22 0.33 0.50
H 3.936862 1.845123 -0.199708 -0.35 0.40 -0.33 0.44
H 3.062642 1.424667 1.252949 -0.40 0.43 0.23 0.19
H 3.614702 4.318068 0.145944 0.69 -0.07 0.32 0.21
H 1.129244 2.722578 0.296552 -0.10 0.04 0.40 -0.24
H 1.596355 4.127467 -0.655710 -0.16 -0.17 -0.11 0.38
C -3.587029 -1.794758 -2.156874 1.30 -0.48 -1.50 -0.01
C -3.993524 -0.506670 -2.850427 -1.92 -1.54 1.49 0.54
C -5.499367 -0.260590 -2.523839 -0.47 1.15 -1.67 -0.67
O -5.504395 0.919803 -1.687348 -0.26 -0.14 0.03 -0.34
C -4.276495 1.418141 -1.606724 2.67 2.14 2.88 0.50
O -3.875937 2.400035 -0.930099 -2.08 -3.60 -3.01 -0.63
O -3.397469 0.570640 -2.223187 0.95 2.12 0.40 -0.14
H -4.062594 -2.625150 -2.678782 -0.73 -0.13 0.52 0.57
H -3.682038 -1.791653 -1.071019 -0.29 0.04 -0.22 -0.23
H -2.561826 -2.052726 -2.422398 0.42 0.41 0.38 -0.66
H -3.777134 -0.508442 -3.918731 -0.02 -0.01 0.09 0.35
H -6.131588 -1.053052 -2.123355 0.65 -0.06 0.63 0.33
H -6.018585 0.027904 -3.437773 -0.08 0.11 -0.12 0.30
C 3.461608 -0.326960 -5.393998 0.38 -0.56 -0.26 -1.54
C 2.051037 -0.380916 -5.978745 2.12 0.87 0.07 0.47
C 1.811963 -1.491808 -6.989221 0.55 0.08 0.27 -0.52
O 0.523868 -1.978935 -6.602345 -0.06 -0.60 -1.33 -0.38
C 0.213867 -1.528951 -5.395307 -1.58 -0.03 0.50 0.58
O -0.770855 -1.828507 -4.771999 0.71 -0.05 -0.36 -0.54
O 1.120685 -0.660933 -4.991800 -0.51 0.57 1.78 -0.09
H 4.114497 -0.107724 -6.238844 0.26 0.11 0.08 0.46
H 3.813206 -1.259961 -4.953543 -0.23 -0.31 -0.17 0.35
H 3.649484 0.400899 -4.604684 -0.48 0.32 -0.25 0.29
H 1.913678 0.634685 -6.349946 -0.70 -0.07 -0.35 0.35
H 2.534360 -2.293209 -6.834291 0.04 -0.10 -0.10 0.30
H 1.875739 -1.148403 -8.021739 -0.51 -0.18 0.07 0.33
C -2.045358 4.129161 3.426593 0.67 -0.19 0.02 -1.33
C -2.287794 4.685688 2.050908 -1.12 -1.72 -0.05 1.04
C -3.759755 4.550211 1.594786 1.95 0.39 0.42 0.19
O -3.981135 5.897166 1.079606 -1.42 -1.71 0.00 -0.39
C -3.036813 6.739731 1.513952 -0.45 0.01 -0.78 0.56
O -3.110841 7.913130 1.308920 0.56 -0.04 0.47 -0.59
O -2.058506 6.052128 2.103398 0.90 1.89 0.17 -0.40
H -2.550457 4.762170 4.156151 -0.03 0.00 0.03 0.46
H -0.970594 4.171219 3.603268 0.01 -0.03 0.30 -0.11
H -2.367092 3.096071 3.558168 -0.02 -0.01 -0.25 0.35
H -1.704228 4.209542 1.262965 0.57 0.18 0.27 -0.06
H -4.331087 4.265003 2.478156 -0.75 0.59 -0.27 0.24
H -3.739636 3.737597 0.868593 -0.84 0.60 -0.40 0.06
C 2.194558 -3.421207 -3.002390 -0.54 -1.11 0.19 -0.92
C 0.774520 -4.111487 -3.070732 0.82 -0.21 0.48 0.39
C 0.701096 -5.584597 -2.551211 2.69 0.35 -1.42 -0.60
O -0.525204 -5.711844 -1.929990 -0.37 -0.97 -0.30 -0.36
C -0.966205 -4.514396 -1.634859 -2.09 1.62 0.86 0.31
O -1.987035 -4.338138 -0.996958 1.90 0.36 -0.94 -0.49
O -0.151991 -3.539888 -2.168448 -1.42 0.28 1.36 0.17
H 2.932734 -4.198216 -3.201053 0.08 -0.09 -0.28 0.61
H 2.472963 -3.069346 -2.009017 -0.50 -0.01 0.23 0.06
H 2.409751 -2.595036 -3.680068 -0.58 -0.15 -0.12 -0.25
H 0.299977 -4.007484 -4.046489 0.36 -0.16 -0.24 0.34
H 1.479541 -5.796279 -1.818186 0.19 0.18 0.11 0.33
H 0.871112 -6.271125 -3.380592 -0.54 -0.22 0.12 0.38
C -3.919290 -1.901319 1.968662 -0.48 1.07 0.57 -1.52
C -5.054641 -2.599906 1.240860 2.54 -1.57 0.63 1.03
C -4.630586 -4.059322 0.927067 0.57 1.25 -0.62 -0.16
O -5.790547 -4.772203 1.269157 -0.24 -2.20 -1.75 -0.36
C -6.682322 -4.046988 1.900358 -1.46 -0.45 2.52 0.55
O -7.740006 -4.469698 2.365934 2.69 1.61 -1.51 -0.59
O -6.081629 -2.842293 2.144769 -2.68 0.83 0.71 -0.46
H -2.981990 -1.802235 1.421169 -0.19 -0.03 -0.24 0.27
H -3.701564 -2.360950 2.932740 -0.03 -0.63 -0.23 0.44
H -4.262257 -0.919639 2.295434 0.16 0.36 -0.40 0.35
H -5.390359 -2.095322 0.334891 -0.21 0.18 0.13 0.03
H -3.791267 -4.472629 1.486373 -0.07 0.35 0.37 0.23
H -4.308268 -4.076834 -0.114047 -0.59 -0.76 -0.19 0.22
C 4.000338 -2.485757 1.897022 -2.08 -0.43 -0.20 -1.51
C 4.808534 -1.413600 1.195845 -0.51 -1.10 2.53 0.76
C 6.231014 -1.829102 0.992304 0.08 0.05 1.41 -0.41
O 6.341248 -1.833339 -0.381445 2.23 -0.26 -2.53 -0.38
C 5.253921 -1.414624 -1.037825 0.62 0.98 -1.90 0.44
O 5.193022 -1.156872 -2.253840 -0.31 -1.16 4.18 -0.57
O 4.324957 -1.272548 -0.081379 -2.42 1.17 -2.65 0.10
H 4.136775 -2.689689 2.959053 0.78 0.07 -0.20 0.44
H 3.904573 -3.393613 1.301448 1.22 -0.45 0.04 0.41
H 2.925764 -2.308513 1.852572 -0.21 1.11 0.18 0.19
H 4.775504 -0.475730 1.750278 -0.35 0.17 -0.23 0.05
H 6.440527 -2.818996 1.397672 0.12 0.03 -0.12 0.31
H 6.836509 -1.077356 1.498611 0.71 -0.18 -0.51 0.30

=====

[2]
117
Properties=species:S:1:pos:R:3:forces:R:3:mulliken_charge:R:1 method="wB97M-V/def2-TZVPD" e_tot_ha=-3435.6597 e_lumo_ha=-0.019 charge=0 homo_ha=-0.3764 relative_energy_kcal_mol=96.5
C -2.412404 3.544539 2.599265 0.16 -0.41 -0.60 -1.00
C -2.308127 4.886078 1.913854 -0.16 -0.57 1.74 0.41
C -0.956746 5.288874 1.380999 -0.57 0.59 0.24 0.04
O -1.357420 5.994841 0.186549 0.75 0.15 -0.49 -0.37
C -2.615469 5.654148 -0.177870 -1.06 1.08 -1.89 0.66
O -3.186188 5.941524 -1.230920 1.84 -0.84 2.88 -0.60
O -3.180385 5.004290 0.846279 -1.50 -0.59 -1.44 -0.40
H -2.590307 2.746757 1.878161 0.09 -0.01 -0.21 0.26
H -3.251169 3.503045 3.294143 0.30 0.07 0.21 0.51
H -1.439447 3.346064 3.048773 -0.21 -0.10 0.53 0.06
H -2.623952 5.624540 2.650757 0.07 0.29 0.03 0.22
H -0.197511 4.534783 1.173598 -0.30 -0.17 -0.25 -0.12
H -0.594740 5.932435 2.182801 0.68 0.48 -0.72 0.35
C -0.232323 -5.903674 2.682126 -1.16 0.52 -0.50 -1.45
C -1.305343 -5.259286 1.723588 0.57 -0.12 1.71 0.30
C -2.099017 -4.071605 2.384180 0.48 -0.24 -1.83 -0.07
O -1.894831 -3.016170 1.379889 -1.00 0.22 1.29 -0.30
C -0.998363 -3.344544 0.476472 1.52 -0.49 -1.13 0.36
O -0.527225 -2.610956 -0.369864 -0.86 -1.20 1.33 -0.27
O -0.646420 -4.670383 0.639249 0.88 2.05 -1.10 -0.32
H -0.678606 -6.374147 3.558248 -0.44 -0.76 -0.48 0.40
H 0.384853 -5.187410 3.224513 0.29 0.54 -0.84 0.37
H 0.350032 -6.565744 2.041338 0.17 -0.15 0.57 0.37
H -1.904509 -5.996958 1.189769 -0.52 -0.31 0.97 0.31
H -1.689068 -3.716874 3.329801 0.06 -0.12 -0.09 -0.05
H -3.168733 -4.269126 2.453395 0.09 0.12 0.04 0.31
C -0.276859 2.567870 -5.860193 -0.02 -0.68 0.09 -1.15
C 1.219395 2.237763 -5.923325 -2.02 0.72 -1.06 0.42
C 1.580574 0.807846 -6.249171 -0.37 -0.17 2.03 0.09
O 2.811451 0.978829 -6.933820 0.14 -1.33 0.02 -0.34
C 2.796890 2.167568 -7.535396 2.30 1.59 -1.24 0.57
O 3.703140 2.584096 -8.251561 -2.67 -0.99 1.54 -0.58
O 1.691149 2.835185 -7.134775 0.92 1.13 -0.67 -0.40
H -0.793227 1.963227 -6.605767 -0.10 -0.02 0.01 0.23
H -0.534121 3.607576 -6.062511 0.51 0.06 0.07 0.49
H -0.678162 2.319132 -4.877756 -0.01 -0.06 0.02 0.14
H 1.699611 2.697645 -5.059608 0.52 -0.31 -0.04 0.35
H 0.823599 0.250059 -6.800505 0.08 0.35 -0.56 0.20
H 1.671488 0.262770 -5.309638 0.69 -0.28 -0.14 -0.03
C 0.780369 -0.567207 6.345688 0.64 0.40 0.41 -1.22
C 1.151484 0.574796 5.422334 -1.90 -0.50 -1.11 0.62
C -0.044381 1.383480 4.857682 0.66 -0.42 0.07 0.32
O 0.506847 2.700299 4.982717 -6.02 0.06 -5.36 -0.40
C 1.376181 2.751345 5.859726 2.21 5.94 2.67 0.68
O 1.696464 3.827857 6.336680 0.50 -1.48 0.19 -0.66
O 1.835194 1.608499 6.092126 3.38 -4.56 2.64 -0.37
H 0.175445 -0.160483 7.156087 -0.08 -0.19 0.10 0.34
H 1.706794 -0.960867 6.763868 -0.05 -0.08 0.17 0.41
H 0.266421 -1.400154 5.865939 -0.08 0.31 -0.28 0.14
H 1.688311 0.202151 4.549961 0.66 0.15 0.24 0.19
H -0.957982 1.325446 5.449336 0.01 -0.04 0.16 0.21
H -0.267979 1.108340 3.826954 0.02 0.37 0.03 -0.31
C -0.260618 0.276145 -2.102129 0.13 1.03 0.99 -0.46
C -0.302803 1.389646 -1.022627 -1.67 -0.51 -2.71 0.34
C 0.247949 1.051152 0.312495 -0.53 -0.83 -0.53 0.57
O 1.099184 2.131473 0.583775 0.64 -0.79 2.60 -0.04
C 1.261061 2.873185 -0.455002 1.25 3.61 -2.54 0.55
O 1.979418 3.848438 -0.531958 -0.52 -1.24 0.50 -0.68
O 0.489728 2.499591 -1.487944 -0.30 -0.72 0.53 -0.44
H -0.539070 0.762793 -3.036865 0.11 -0.26 -0.11 -0.40
H -0.966074 -0.518010 -1.857688 0.15 -0.05 0.00 0.50
H 0.758277 -0.109065 -2.141873 -0.08 -0.16 -0.28 -0.07
H -1.351571 1.683582 -0.980433 -0.01 0.53 0.17 0.18
H 0.803751 0.136832 0.104595 0.22 -0.23 1.18 0.16
H -0.559300 1.011438 1.043841 0.46 -0.49 0.26 -0.14
C 1.127449 -4.359126 -3.018948 -0.22 0.26 -0.15 -0.97
C 2.564506 -3.793715 -3.080033 -1.62 -0.84 0.40 0.55
C 2.762553 -2.407316 -2.526578 -0.75 1.25 -1.52 0.62
O 3.779733 -2.539624 -1.573320 -0.41 4.13 0.63 -0.31
C 3.970383 -3.757029 -1.284803 3.45 -3.66 2.13 0.67
O 4.755543 -4.186686 -0.443461 -1.76 0.94 -1.15 -0.64
O 3.337793 -4.521914 -2.137975 -0.32 -2.54 -0.81 -0.39
H 1.065817 -5.287251 -3.587166 0.10 0.00 0.01 0.40
H 0.374167 -3.679403 -3.417255 0.27 0.24 -0.39 0.11
H 0.750353 -4.560743 -2.016324 0.56 0.03 0.26 0.18
H 2.905803 -3.939834 -4.104858 0.56 0.05 0.19 0.23
H 1.814999 -2.041180 -2.131363 0.19 0.10 0.51 -0.58
H 3.130070 -1.698015 -3.268147 -0.16 0.01 -0.05 0.14
C -3.866908 0.304510 -6.769380 0.18 0.67 -1.75 -1.47
C -3.532456 -0.084453 -5.385641 -0.97 -0.07 0.87 0.46
C -3.939825 -1.476458 -4.874756 -3.43 0.95 -1.16 -0.57
O -2.889265 -1.927178 -4.152582 1.96 -0.48 1.14 -0.28
C -1.810632 -1.265867 -4.603343 4.53 -3.52 0.03 0.42
O -0.659469 -1.742330 -4.541470 -3.14 1.85 0.34 -0.53
O -2.130003 -0.199219 -5.268418 0.94 1.34 -0.43 -0.03
H -4.891829 0.162221 -7.112035 -0.06 -0.29 0.43 0.38
H -3.194796 -0.158748 -7.491690 -0.11 -0.48 0.05 0.34
H -3.663329 1.364935 -6.918250 -0.06 0.15 0.21 0.37
H -3.854520 0.729467 -4.736098 -0.05 -0.20 0.43 0.26
H -4.186421 -2.140989 -5.702806 0.29 -0.17 -0.27 0.33
H -4.834686 -1.463863 -4.252536 0.02 0.22 0.07 0.31
C 4.606000 -0.024075 1.493550 1.42 0.24 -0.45 -1.11
C 5.195749 0.934895 0.454226 -2.43 0.18 -0.44 0.71
C 4.817191 2.375754 0.683232 1.21 1.03 0.44 0.03
O 6.085685 3.032042 0.390549 -3.34 3.50 0.09 -0.38
C 7.064814 2.236180 0.245107 1.82 -0.21 0.08 0.65
O 8.203227 2.602580 0.133162 -0.32 -1.00 -0.16 -0.59
O 6.586356 0.997274 0.290932 1.07 -3.00 0.12 -0.41
H 5.260303 0.069226 2.360315 -0.33 -0.51 0.35 0.41
H 4.602020 -1.011153 1.031202 0.17 -0.22 0.56 0.23
H 3.575724 0.244002 1.727573 0.07 0.24 0.00 0.15
H 4.681264 0.622123 -0.454394 0.68 -0.01 -0.68 0.08
H 4.630041 2.650696 1.721252 -0.29 -0.28 0.10 0.17
H 4.018005 2.769285 0.055116 0.28 0.03 -0.02 0.05
C -3.010815 -1.945085 6.925400 0.49 -0.13 0.20 -1.50
C -3.407022 -1.957729 5.465822 -0.78 0.76 0.61 0.61
C -4.625064 -1.059418 5.113048 1.13 -1.28 0.71 -0.57
O -4.178327 -0.439237 3.901501 -2.98 0.70 0.03 -0.31
C -2.925036 -0.632211 3.657515 3.17 0.86 -2.52 0.59
O -2.309682 -0.205806 2.665985 -1.67 -1.12 3.06 -0.53
O -2.367510 -1.342048 4.659808 0.31 -0.94 0.10 -0.21
H -3.529353 -2.662580 7.561340 -0.37 -0.13 -0.40 0.42
H -3.141838 -0.979056 7.412969 0.28 0.15 -0.23 0.37
H -1.970653 -2.269517 6.955462 0.14 0.27 0.23 0.28
H -3.607897 -2.996453 5.203529 0.41 0.01 -0.67 0.22
H -4.788826 -0.385398 5.953861 -0.02 0.63 -0.54 0.33
H -5.513995 -1.679791 4.998821 -0.04 0.37 -0.58 0.31